ORCA calculation (the ωB97M-V functional and the def2-TZVPD basis) on a molecular structure, C10H22AsCoN4O5S3.

Geometry as XYZ:
```
46
Properties=species:S:1:pos:R:3:forces:R:3:lowdin_charge:R:1
Co -0.22202 -0.44526 0.43161 -0.327 -1.433 1.028 0.48
O 1.44667 2.66877 -0.14235 0.104 0.305 -0.039 -0.31
S 0.85397 1.51678 -0.76292 0.857 1.567 -0.396 0.27
O 1.00411 1.41731 -2.18878 0.104 0.019 -0.311 -0.33
O -0.60375 1.42785 -0.36521 -0.272 -0.288 0.278 -0.44
O 1.44326 0.24622 -0.12699 0.051 -0.421 0.154 -0.40
C -3.51577 -1.28830 1.62498 -0.494 0.086 0.158 -0.10
O -2.18292 -1.56972 1.20669 0.159 0.326 -0.314 -0.35
C -1.53669 -2.60477 1.79365 -0.794 -0.835 0.781 -1.37
S -2.22082 -3.58274 2.92562 0.237 0.306 -0.298 0.67
S 0.04450 -2.76635 1.21318 0.651 0.991 -0.993 0.69
H -3.92281 -0.58916 0.89975 0.093 0.059 -0.023 0.09
H -3.50716 -0.84635 2.62384 -0.011 -0.078 -0.095 0.10
H -4.10492 -2.20965 1.64057 0.129 0.186 -0.003 0.07
C 3.94163 1.50965 3.66335 0.042 0.247 0.117 -0.08
C 3.31078 2.88988 3.50745 -0.127 -0.055 -0.085 -0.40
C 3.46135 3.43755 2.09237 -0.039 -0.067 0.221 -0.06
C 1.83717 2.87046 3.96174 0.815 0.606 0.455 -0.10
N 1.08001 1.77520 3.42933 -1.162 -0.119 -1.264 -0.07
C 0.27460 1.71961 2.36412 0.059 -0.117 0.454 -0.08
N -0.20577 0.48507 2.29189 0.182 0.985 -0.191 -0.04
N 0.32391 -0.18057 3.32408 -0.135 -0.979 0.224 0.02
N 1.07733 0.57195 3.99626 0.461 -0.227 1.097 0.09
H 5.01950 1.58388 3.55189 0.127 -0.018 -0.051 0.08
H 3.57382 0.81678 2.91015 -0.049 -0.086 -0.071 0.08
H 3.72586 1.10109 4.64851 0.041 -0.151 0.050 0.07
H 3.81149 3.57554 4.20135 -0.083 -0.039 -0.010 0.13
H 2.89867 2.86254 1.36089 0.045 -0.072 0.031 0.05
H 4.50703 3.42855 1.79597 0.126 0.014 -0.035 0.08
H 3.10404 4.46408 2.04205 -0.021 0.150 -0.055 0.08
H 1.33882 3.79195 3.65692 -0.030 -0.054 0.136 0.14
H 1.80451 2.76121 5.04911 -0.143 0.105 -0.134 0.13
H 0.07700 2.51425 1.67562 0.025 0.201 -0.110 0.13
C 0.78440 -1.52249 -2.96231 0.166 0.161 0.290 -0.24
As -0.74952 -0.86034 -1.94346 -1.224 -1.858 -2.336 1.16
C -1.61652 0.45578 -3.11135 0.129 0.276 0.326 -0.24
C -1.99628 -2.37915 -2.36524 0.297 0.327 0.532 -0.26
H 0.51775 -1.68080 -4.01040 -0.157 0.054 0.186 0.04
H 1.12005 -2.46176 -2.51734 -0.122 0.069 -0.022 0.04
H 1.57912 -0.78499 -2.88940 -0.020 -0.022 -0.028 0.02
H -1.73400 0.04667 -4.12006 0.072 -0.143 0.270 0.04
H -0.98904 1.34326 -3.13542 -0.085 -0.095 -0.051 0.01
H -2.59301 0.72476 -2.70118 0.107 -0.157 -0.008 0.04
H -2.04828 -2.55403 -3.44211 0.155 0.214 0.069 0.03
H -2.99678 -2.14980 -1.99843 0.036 0.026 0.022 0.02
H -1.64553 -3.28664 -1.87542 0.024 0.033 0.043 0.02
```
Forces are in eV/Å.

Calculated values
2S+1: 5
Charge: 0
HOMO energy (spin up / spin down): -8.54 / -8.57 eV
<S²>: 6.018
E: -5802.504815 Eh
Lowest unoccupied orbital energy (spin up / spin down): 0.42 / -2.74 eV


ORCA calculation (the ωB97M-V functional and the def2-TZVPD basis) on 2 unconnected molecules or ions with the total composition C5H3Cl2O3.

Geometry as XYZ:
```
13
Properties=species:S:1:pos:R:3:forces:R:3:lowdin_charge:R:1
C -0.45767 0.45658 -0.02497 0.231 1.720 -2.831 -0.38
C -4.08444 0.14826 0.04349 0.674 -1.098 0.805 -0.49
C 2.34903 0.60107 0.09727 -2.569 -1.754 0.055 -0.14
C 0.89435 0.27848 -0.04163 1.377 -1.710 -0.314 -0.29
C 1.80283 -0.82522 -0.01917 -0.584 0.760 1.336 -1.16
O -4.11740 0.36813 -1.06613 -0.364 1.181 -3.088 0.21
O -1.30645 -0.40876 -0.31033 -0.803 -0.330 1.057 -0.11
O -4.08403 -0.18284 1.13697 -0.199 -0.113 2.234 0.20
Cl 1.92851 -1.97928 1.38906 -0.004 0.357 0.365 0.45
Cl 2.16676 -1.85382 -1.40747 0.250 0.078 -0.901 0.51
H -0.72457 1.55842 -0.19590 -0.218 -0.565 0.929 0.11
H 3.06210 0.82725 -0.60682 1.079 1.000 -2.349 0.05
H 2.57096 1.01172 1.00562 1.132 0.474 2.702 0.05
```
Forces are in eV/Å.

Calculated values
ΔE to the lowest compared entry with this formula, charge and spin: 0.7 kcal/mol
Charge: -1
HOMO energy: -3.27 eV
E: -1338.429573 Eh
Lowest unoccupied orbital energy: 3.29 eV


ORCA calculation (the ωB97M-V functional and the def2-TZVPD basis) on a molecular structure, C19H34BrFeGeNS5Se.

Geometry as XYZ:
```
63
Properties=species:S:1:pos:R:3:forces:R:3:lowdin_charge:R:1
Fe 0.67391 0.74156 -0.80216 1.458 1.216 -1.025 -0.17
C -1.23317 3.66136 -1.28397 0.047 0.035 0.036 -0.45
C -1.88855 3.13972 -0.00644 0.263 -0.123 -0.233 -0.45
S -1.52551 1.39166 0.36807 0.004 -0.145 0.538 0.86
C -2.80106 0.50450 -0.56094 0.179 0.006 -0.126 -0.47
C -2.54866 0.43026 -2.05773 0.063 -0.067 -0.023 -0.44
S -0.90448 -0.27535 -2.36257 0.183 0.158 0.350 0.91
C -0.48923 0.48969 -3.95094 -0.033 -0.071 -0.008 -0.44
C 0.99932 0.32966 -4.21459 -0.076 -0.021 0.183 -0.45
S 2.07160 0.87351 -2.85636 0.284 -0.043 0.312 0.90
C 2.29687 2.64235 -3.20552 -0.250 -0.080 0.116 -0.46
C 1.07052 3.50556 -2.93680 0.056 -0.033 0.090 -0.44
S 0.49356 3.13682 -1.26078 -0.220 -0.071 -0.074 0.95
H -1.25970 4.75068 -1.29958 -0.105 0.003 0.000 0.10
H -1.71933 3.28605 -2.18309 -0.011 0.001 -0.002 0.07
H -2.97118 3.24926 -0.04777 -0.002 0.040 0.070 0.10
H -1.51894 3.68918 0.85931 -0.062 0.033 0.006 0.09
H -3.75792 0.97989 -0.34872 -0.025 -0.050 0.018 0.10
H -2.81356 -0.49578 -0.12696 -0.077 0.014 0.023 0.05
H -2.60104 1.41073 -2.52718 -0.042 0.001 0.001 0.07
H -3.28570 -0.22235 -2.52489 -0.046 0.057 -0.020 0.10
H -0.79089 1.53499 -3.91334 0.003 0.006 -0.014 0.07
H -1.06151 -0.01634 -4.72849 0.005 0.047 -0.041 0.10
H 1.29361 0.87993 -5.10785 0.014 -0.062 -0.035 0.10
H 1.24941 -0.72117 -4.36026 0.018 0.010 -0.059 0.08
H 2.62357 2.74080 -4.23990 0.070 0.044 0.023 0.10
H 3.11985 2.93717 -2.55269 0.043 0.033 -0.070 0.09
H 0.27059 3.31790 -3.65091 0.006 0.011 -0.016 0.08
H 1.33684 4.56128 -2.97418 -0.007 0.004 -0.095 0.10
C -1.27819 -5.89692 2.69496 -0.104 0.034 0.048 -0.20
Ge -1.61675 -4.02302 2.33123 0.141 0.161 -0.208 0.78
C -1.70428 -2.87035 3.90628 -0.021 -0.140 0.011 -0.22
C -3.16799 -3.66572 1.19977 -0.003 -0.068 0.081 -0.21
C -0.06553 -3.42295 1.18958 -0.202 0.060 0.157 -0.47
Se -0.05923 -1.51084 0.85287 0.349 -1.673 1.113 1.03
C 0.85429 -0.95926 2.47858 -0.032 0.108 0.076 -0.23
H -2.09926 -6.31516 3.27687 0.014 -0.019 -0.002 0.03
H -0.35737 -6.02159 3.26322 0.005 0.002 -0.009 0.03
H -1.19907 -6.45560 1.76317 0.011 -0.005 0.006 0.03
H -2.57747 -3.14598 4.49820 -0.005 0.018 -0.002 0.04
H -1.82116 -1.82435 3.61543 -0.002 0.007 0.036 0.02
H -0.83023 -2.97551 4.54933 0.003 0.017 -0.006 0.03
H -4.07293 -4.06005 1.66173 -0.012 0.014 -0.020 0.03
H -3.05991 -4.12727 0.21813 -0.001 0.007 -0.001 0.03
H -3.30259 -2.58817 1.07913 -0.012 -0.015 -0.017 0.00
H -0.15276 -3.88591 0.20489 0.032 0.037 -0.029 0.02
H 0.91377 -3.66452 1.60301 0.010 -0.001 -0.006 0.05
H 0.58802 -1.67054 3.25331 -0.042 0.009 -0.001 0.03
H 0.53299 0.04037 2.75709 -0.032 -0.017 -0.006 0.04
H 1.92371 -0.98549 2.28604 -0.002 -0.002 -0.019 0.05
S 1.76753 -2.21859 -1.50756 0.621 -0.494 0.560 0.71
C 1.40958 -1.14968 -0.37434 -2.143 1.007 -1.700 -1.03
Br 2.06820 3.57759 3.97164 0.015 -0.008 -0.009 0.84
C 2.68310 2.56177 2.51930 -0.034 0.003 0.093 -0.66
C 4.00753 2.17037 2.41244 0.031 -0.014 -0.016 -0.06
C 4.37997 1.42992 1.30169 0.045 0.008 0.036 -0.01
C 3.42513 1.07841 0.36625 -0.081 -0.055 -0.089 -0.12
N 2.13881 1.42989 0.49063 -0.396 0.158 0.063 -0.07
C 1.78467 2.17854 1.54211 0.107 -0.073 -0.092 -0.22
H 4.72529 2.43575 3.17679 0.008 0.035 -0.023 0.12
H 5.40517 1.11490 1.16676 -0.007 0.005 -0.015 0.13
H 3.68014 0.48984 -0.50571 0.003 -0.055 0.047 0.10
H 0.74761 2.47664 1.61442 -0.005 -0.003 0.016 0.07
```
Forces are in eV/Å.

Calculated values
ΔE to the lowest compared entry with this formula, charge and spin: 30.9 kcal/mol
Charge: +2
HOMO energy (spin up / spin down): -13.25 / -13.34 eV
E: -11105.570466 Eh
Lowest unoccupied orbital energy (spin up / spin down): -6.30 / -6.27 eV


ORCA calculation (the ωB97M-V functional and the def2-TZVPD basis) on a molecular structure, C16H22N2O2S.

Geometry as XYZ:
```
43
Properties=species:S:1:pos:R:3:forces:R:3:lowdin_charge:R:1
C 3.75471 2.79604 0.00092 3.733 0.695 -5.740 -0.30
H 4.15040 3.83050 -0.13921 -0.315 -0.760 0.833 0.04
H 3.20928 2.64380 -0.94316 -0.568 -0.026 0.778 0.03
H 3.27574 2.56221 0.84071 -1.805 -0.695 3.402 -0.03
S 5.27361 1.67340 -0.36363 -1.779 3.572 0.790 0.92
C 4.67081 0.08069 -0.08666 -7.739 6.333 1.604 -0.62
C 3.31095 -0.33493 0.18666 1.757 9.555 -1.249 -0.01
C 3.05009 -1.53614 -0.05389 -3.777 -5.860 1.437 -0.33
C 4.01255 -2.49919 -0.13804 6.746 0.613 -0.517 -0.04
C 5.42393 -2.18313 -0.20829 -2.554 1.604 -0.625 0.07
C 5.66315 -0.60040 -0.22800 6.458 -14.051 -0.973 -0.23
H 6.64360 -0.39374 -0.47023 1.782 1.175 -0.272 0.07
H 6.17819 -3.06956 -0.39765 -1.394 2.316 0.701 0.13
H 3.82646 -3.48452 0.02965 -1.056 -2.744 -0.070 0.07
N 1.73712 -2.00931 0.10063 -3.278 -1.543 1.012 0.14
C 0.54755 -1.29412 0.51557 3.830 -13.986 -2.353 -0.50
O 0.59019 -0.21316 0.47923 -1.248 15.873 0.670 0.20
C -0.66848 -2.18136 0.63694 0.424 3.178 -0.161 -0.04
N -1.69762 -1.18480 0.46239 -2.814 -2.697 -1.397 0.08
C -2.80632 -1.44347 -0.27381 -0.138 -3.596 -5.691 -0.24
O -2.86628 -2.50353 -1.16106 0.359 5.207 5.227 -0.09
C -3.94609 -0.30322 -0.37097 8.137 -5.710 -11.730 -0.34
C -3.35680 0.75316 -1.50202 -2.357 -1.768 0.346 -0.08
C -2.44515 1.70770 -0.79435 5.980 -5.771 -12.386 -0.35
C -3.04562 2.55761 -0.04568 0.105 -1.805 11.798 -0.15
C -3.33580 1.42797 1.29103 -6.514 1.542 -1.277 -0.04
C -4.28996 0.08587 0.77058 -4.391 12.016 12.066 -0.20
H -5.25232 0.85274 0.53869 1.554 -2.248 1.095 0.19
H -4.50187 -0.52686 1.65794 0.021 -0.183 -0.733 0.13
H -3.93639 1.89111 2.15691 0.742 -0.450 -1.371 0.11
H -2.49811 1.13252 1.71674 4.431 -1.155 1.648 0.00
H -2.40107 3.12297 0.46858 2.189 3.155 1.622 0.09
H -3.91311 2.93165 -0.14194 -6.119 2.803 -1.858 0.06
H -1.48530 1.04511 -0.65556 -1.583 1.945 1.053 0.16
H -2.13919 2.31013 -1.73918 0.493 -0.623 0.804 0.15
H -2.84832 0.31990 -2.36229 0.344 -1.068 0.641 0.11
H -4.19921 1.17860 -2.10985 0.182 0.364 1.297 0.13
H -4.69050 -0.89749 -0.69728 -2.517 -1.946 -2.380 0.11
H -1.68735 -0.32474 0.92955 0.448 0.948 0.908 0.09
H -0.68118 -2.54044 1.60463 -0.259 -1.313 2.092 0.11
H -0.64291 -2.93126 -0.09823 -0.493 -0.819 -0.971 0.12
H 1.49977 -2.92592 0.45683 1.590 -0.706 -0.658 0.13
H 2.51688 0.47768 0.13679 1.390 -1.370 0.588 0.13
```
Forces are in eV/Å.

Calculated values
ΔE to the lowest compared entry with this formula, charge and spin: 318.5 kcal/mol
Charge: 0
HOMO energy: -7.99 eV
E: -1280.618535 Eh
Lowest unoccupied orbital energy: 0.50 eV